P:
{
  "formula": "C5H13N2",
  "method": "ωB97M-V with the def2-TZVPD basis set",
  "homo_ev": -13.533,
  "gap_ev": 10.570,
  "charge": 1,
  "smiles": "C[C@@H]1[C@@H]([NH3+])[C@@]1(C)N",
  "elements": ["C", "C", "C", "N", "C", "C", "N", "H", "H", "H", "H", "H", "H", "H", "H", "H", "H", "H", "H", "H"],
  "positions_angstrom": [[1.49456, -0.51515, 1.62267], [0.40193, 0.25724, 0.99575], [-0.87204, -0.33448, 0.44231], [-1.99816, 0.71270, 0.44724], [0.08434, 0.01353, -0.70240], [1.00737, -1.02003, -1.37310], [-0.48707, 1.17163, -1.39849], [2.51493, -0.13772, 1.36975], [1.54936, -1.55684, 1.25021], [1.28698, -0.43597, 2.75986], [0.13925, 1.26712, 1.47507], [-1.32990, -1.26791, 0.74887], [-2.02746, 1.30008, 1.26183], [-2.90801, 0.31588, 0.27708], [-1.55758, 1.42542, -0.39700], [1.42545, -1.63423, -0.61744], [1.70396, -0.44439, -1.99135], [0.43002, -1.71668, -2.14934], [0.19788, 1.72348, -1.82910], [-1.05581, 0.87630, -2.19243]],
  "nbo_charge": [-0.645, -0.196, -0.100, -0.746, 0.133, -0.628, -0.817, 0.248, 0.224, 0.249, 0.223, 0.237, 0.422, 0.431, 0.459, 0.235, 0.238, 0.234, 0.407, 0.391]
}

***

Q:
{
  "formula": "C5H13N2",
  "method": "ωB97M-V with the def2-TZVPD basis set",
  "homo_ev": -14.154,
  "gap_ev": 9.482,
  "charge": 1,
  "smiles": "CCC(=[NH2+])[C@@H](C)N",
  "elements": ["C", "C", "C", "N", "C", "C", "N", "H", "H", "H", "H", "H", "H", "H", "H", "H", "H", "H", "H", "H"],
  "positions_angstrom": [[2.33627, -0.61156, -0.83594], [1.61351, 0.36631, 0.08605], [0.18661, 0.71883, 0.01047], [-0.23626, 1.73201, 0.69542], [-0.97579, -0.29295, -0.43590], [-1.17507, -1.02842, 0.95846], [-2.36603, 0.12696, -1.13068], [2.06228, -1.60744, -1.02789], [3.38944, -0.50977, -0.51548], [2.18267, -0.14422, -1.88209], [2.12326, 1.29378, -0.19225], [1.75914, 0.28144, 1.16956], [-1.20405, 1.83968, 0.57471], [0.25100, 2.41130, 1.28124], [-0.46486, -1.02912, -0.99462], [-1.07448, -0.34712, 1.67496], [-0.43219, -1.76891, 1.04291], [-2.24579, -1.41353, 1.10135], [-2.84059, 0.73243, -0.45595], [-2.88905, -0.74970, -1.12436]],
  "nbo_charge": [-0.611, -0.523, 0.547, -0.650, -0.114, -0.604, -0.774, 0.236, 0.249, 0.225, 0.271, 0.265, 0.413, 0.444, 0.223, 0.194, 0.230, 0.250, 0.346, 0.383]
}

***

Unit: kJ/mol. Relative energies: P 0.0; Q 20.5.

***

P:
{
  "formula": "C5H13N2",
  "method": "ωB97M-V with the def2-TZVPD basis set",
  "homo_ev": -13.322,
  "gap_ev": 9.416,
  "charge": 1,
  "elements": ["C", "C", "C", "C", "C", "N", "N", "H", "H", "H", "H", "H", "H", "H", "H", "H", "H", "H", "H", "H"],
  "positions_angstrom": [[-2.77118, -1.80188, 0.35395], [-1.50958, -1.98249, 0.69272], [0.87325, 2.16729, -1.11377], [1.34673, -0.01670, 0.36064], [0.36054, 0.84941, -0.54935], [-0.73421, 0.30214, -0.94976], [2.25663, 0.70171, 1.17917], [-3.19649, -2.09747, -0.62230], [-3.43433, -1.14174, 0.82844], [-0.98327, -2.74687, 0.24428], [0.48581, 2.30169, -2.14019], [0.38154, 2.92690, -0.51278], [1.92575, 2.12500, -1.15321], [0.89754, -0.82349, 0.87224], [1.87214, -0.64744, -0.44644], [-1.13324, -0.54215, -0.34893], [-1.39226, 0.85635, -1.55195], [-0.98240, -1.56014, 1.51985], [2.96473, 1.25154, 0.81406], [2.10431, 0.46346, 2.11104]],
  "nbo_charge": [-0.283, -0.479, -0.690, -0.284, 0.504, -0.680, -0.847, 0.214, 0.205, 0.218, 0.251, 0.277, 0.251, 0.231, 0.226, 0.448, 0.428, 0.209, 0.400, 0.400]
}

***

Q:
{
  "formula": "C5H13N2",
  "method": "ωB97M-V with the def2-TZVPD basis set",
  "homo_ev": -13.079,
  "gap_ev": 9.785,
  "charge": 1,
  "smiles": "C=C(N)C[C@H](C)[NH3+]",
  "elements": ["C", "C", "N", "C", "C", "C", "N", "H", "H", "H", "H", "H", "H", "H", "H", "H", "H", "H", "H", "H"],
  "positions_angstrom": [[0.15973, 2.70702, 0.37804], [-0.22263, 1.40877, 0.16498], [-1.51868, 0.91448, 0.63134], [0.67419, 0.34157, -0.40445], [0.35133, -1.10318, 0.11169], [1.57994, -2.01224, -0.04483], [-0.86015, -1.58881, -0.69188], [1.00682, 3.11582, -0.16929], [-0.28352, 3.33708, 1.13012], [-1.64093, 0.92185, 1.56577], [-2.13158, 1.53021, 0.22265], [1.74937, 0.62941, -0.22941], [0.50275, 0.25085, -1.50638], [0.03105, -1.14096, 1.30120], [1.61268, -2.11678, -1.20658], [1.47221, -3.06023, 0.35449], [2.51989, -1.59429, 0.24678], [-1.04011, -2.61804, -0.35523], [-1.64955, -0.94956, -0.39362], [-0.75259, -1.63667, -1.76939]],
  "nbo_charge": [-0.372, 0.130, -0.888, -0.473, -0.031, -0.633, -0.748, 0.216, 0.223, 0.382, 0.387, 0.262, 0.212, 0.242, 0.203, 0.239, 0.260, 0.451, 0.486, 0.451]
}

***

Unit: kJ/mol. Relative energies: P 55.7; Q 0.0.

***

P:
{
  "formula": "C5H13N2",
  "method": "ωB97M-V with the def2-TZVPD basis set",
  "homo_ev": -14.481,
  "gap_ev": 8.096,
  "charge": 1,
  "elements": ["C", "C", "C", "C", "N", "C", "N", "H", "H", "H", "H", "H", "H", "H", "H", "H", "H", "H", "H", "H"],
  "positions_angstrom": [[2.41522, 0.20032, -0.90789], [2.06654, -0.25877, 0.50226], [0.64290, 0.04261, 0.95343], [-0.29616, -0.43343, -0.11848], [-0.69887, 0.34038, -1.12787], [-1.74775, 0.55793, 0.03980], [-2.16188, -0.00610, 1.23624], [-1.90910, 1.60109, -0.09096], [2.05522, 1.23948, -0.89014], [3.47200, 0.20424, -1.18787], [2.32094, -1.31673, 0.69897], [2.85726, 0.06965, 1.26529], [0.40430, 1.09772, 1.10498], [0.28408, -0.39935, 1.86895], [2.03100, -0.48672, -1.68441], [-0.45779, -1.50524, -0.27536], [-2.16184, -1.53585, -3.28222], [-2.60057, -0.41403, 0.15082], [-2.88504, 0.51906, 1.72179], [-1.66756, -2.08643, -3.12458]],
  "nbo_charge": [-0.638, -0.429, -0.483, 0.280, -0.250, 0.020, -0.568, 0.299, 0.217, 0.254, 0.232, 0.260, 0.220, 0.259, 0.216, 0.227, 0.006, 0.453, 0.428, -0.006]
}

***

Q:
{
  "formula": "C5H13N2",
  "method": "ωB97M-V with the def2-TZVPD basis set",
  "homo_ev": -14.156,
  "gap_ev": 11.374,
  "charge": 1,
  "elements": ["C", "C", "C", "C", "C", "N", "N", "H", "H", "H", "H", "H", "H", "H", "H", "H", "H", "H", "H", "H"],
  "positions_angstrom": [[-0.70643, 0.03098, 0.09536], [0.69457, -0.32602, -0.14056], [-1.36892, 1.22733, -0.52945], [-1.66477, -1.11144, 0.35856], [2.05736, 0.91447, -0.76745], [1.17926, -1.56841, -0.20090], [0.19588, 0.31086, 1.25688], [-2.11175, 1.63572, 0.15285], [-1.88275, 0.91483, -1.43464], [-0.66109, 2.00518, -0.79215], [-2.60523, -0.72859, 0.74714], [-1.26516, -1.82608, 1.07536], [-1.87589, -1.63731, -0.57092], [2.29901, 0.54350, -1.74863], [2.84570, 0.79859, -0.04487], [1.61137, 1.89402, -0.78675], [2.16715, -1.72899, -0.09714], [0.57864, -2.37303, -0.12078], [0.43392, 1.27725, 1.45361], [0.07910, -0.25288, 2.09447]],
  "nbo_charge": [0.077, 0.380, -0.617, -0.633, -0.538, -0.818, -0.633, 0.240, 0.253, 0.227, 0.251, 0.218, 0.250, 0.233, 0.219, 0.213, 0.417, 0.408, 0.427, 0.427]
}

***

R:
{
  "formula": "C5H13N2",
  "method": "ωB97M-V with the def2-TZVPD basis set",
  "homo_ev": -13.378,
  "gap_ev": 10.009,
  "charge": 1,
  "smiles": "C[NH2+]C[C@@]1(C)CN1",
  "elements": ["C", "N", "C", "C", "C", "C", "N", "H", "H", "H", "H", "H", "H", "H", "H", "H", "H", "H", "H", "H"],
  "positions_angstrom": [[-2.71795, 0.26261, 0.16616], [-1.37348, 0.17776, -0.39180], [-0.29271, 0.29012, 0.68089], [1.08989, -0.03802, 0.15185], [1.37803, -1.54986, 0.06943], [1.74480, 0.97977, -0.81572], [2.01800, 0.96452, 0.59782], [-2.65966, 0.99155, 0.89361], [-3.44054, 0.37092, -0.58363], [-3.07518, -0.79699, 0.43797], [-1.44218, -0.62014, -0.96821], [-1.30305, 0.95210, -1.01236], [-0.15184, 1.34117, 1.08109], [-0.51588, -0.39199, 1.53028], [1.50024, -2.17638, 0.91267], [2.31850, -1.77174, -0.31378], [0.62547, -2.03968, -0.53017], [2.35880, 0.68503, -1.60253], [1.00131, 1.76180, -1.03565], [2.93741, 0.60743, 0.73212]],
  "nbo_charge": [-0.424, -0.482, -0.255, 0.052, -0.645, -0.235, -0.566, 0.233, 0.239, 0.239, 0.434, 0.429, 0.275, 0.246, 0.241, 0.240, 0.203, 0.228, 0.170, 0.378]
}

***

S:
{
  "formula": "C5H13N2",
  "method": "ωB97M-V with the def2-TZVPD basis set",
  "homo_ev": -12.836,
  "gap_ev": 8.766,
  "charge": 1,
  "smiles": "C=C(CCN)[NH2+]C",
  "elements": ["C", "C", "C", "C", "N", "N", "C", "H", "H", "H", "H", "H", "H", "H", "H", "H", "H", "H", "H", "H"],
  "positions_angstrom": [[0.63234, 1.92794, 1.07659], [0.07133, 0.82581, 0.39540], [-1.29076, 0.12203, 0.48043], [-0.98018, -1.27699, 1.09989], [-0.12781, -2.09356, 0.24605], [1.04250, 0.18218, -0.55806], [0.72457, 0.85282, -1.85207], [0.94855, 2.68128, 0.37145], [0.66263, 2.28842, 2.07557], [-1.68523, -0.20787, -0.56604], [-2.19582, 0.54012, 0.98854], [-1.92055, -1.87338, 1.43473], [-0.32962, -1.10450, 2.05403], [0.34005, -2.80120, 0.74818], [-0.63970, -2.44872, -0.55378], [2.02367, 0.44470, -0.31944], [0.73959, -0.84242, -0.49513], [1.66931, 0.81216, -2.44255], [0.28544, 1.83329, -1.90420], [0.02969, 0.13790, -2.27960]],
  "nbo_charge": [-0.434, 0.218, -0.504, -0.222, -0.853, -0.602, -0.434, 0.218, 0.248, 0.232, 0.289, 0.218, 0.207, 0.405, 0.384, 0.451, 0.477, 0.235, 0.249, 0.220]
}

***

Unit: kJ/mol. Relative energies: P 747.5; Q 0.0; R 94.4; S 181.5.

***

P:
{
  "formula": "C22H14Cl2DyN6O2S2",
  "method": "ωB97M-V with the def2-TZVPD basis set",
  "spin_multiplicity": 6,
  "homo_ev": [-5.170, -5.176],
  "gap_ev": [6.812, 6.832],
  "charge": -1,
  "s2": 9.334,
  "elements": ["Dy", "S", "C", "C", "N", "C", "S", "C", "N", "C", "O", "C", "C", "C", "C", "C", "C", "N", "N", "C", "C", "C", "C", "O", "C", "N", "C", "C", "C", "C", "H", "H", "H", "H", "H", "H", "H", "H", "H", "H", "H", "H", "Cl", "C", "Cl", "H", "H", "N", "C"],
  "positions_angstrom": [[-16.34888, -8.92826, 11.23477], [-17.75977, -8.42321, 13.45133], [-18.62989, -9.88547, 13.82539], [-19.22097, -9.91113, 15.14184], [-19.62100, -9.92350, 16.24348], [-18.73771, -10.97175, 13.05897], [-17.94193, -11.09537, 11.52141], [-19.42355, -12.12553, 13.55737], [-19.93635, -13.08725, 13.93096], [-15.20866, -1.24882, 5.84786], [-14.68009, -2.49421, 6.29268], [-13.97990, -2.53653, 7.47645], [-13.81097, -1.44615, 8.34863], [-13.04453, -1.62740, 9.48711], [-12.65087, -2.89390, 9.93185], [-12.85733, -3.96295, 9.04586], [-13.48482, -3.78490, 7.83879], [-11.85206, -2.81064, 11.12876], [-11.72354, -3.74052, 11.94910], [-12.39599, -4.97583, 11.75848], [-11.64798, -6.12351, 11.56999], [-12.21598, -7.36610, 11.28430], [-13.59060, -7.53855, 11.31640], [-14.18772, -8.70422, 11.21761], [-14.39351, -6.37541, 11.53919], [-15.73716, -6.59986, 11.65973], [-16.54291, -5.58048, 11.83996], [-16.04691, -4.30450, 12.08578], [-14.69810, -4.05404, 12.03570], [-13.80821, -5.09480, 11.76453], [-15.88222, -1.47769, 5.02741], [-14.45010, -0.57568, 5.50077], [-15.77198, -0.74897, 6.66797], [-14.12462, -0.48156, 8.09489], [-12.82452, -0.77118, 10.05227], [-12.47596, -4.97672, 9.21633], [-13.59838, -4.61084, 7.17303], [-10.58484, -5.98412, 11.59062], [-11.58246, -8.24313, 11.20071], [-17.60260, -5.75607, 11.99489], [-16.77558, -3.51694, 12.21922], [-14.36345, -3.09030, 12.34090], [-15.52874, -11.58292, 9.24114], [-15.37875, -13.05584, 10.18881], [-14.18720, -12.85668, 11.50517], [-15.03997, -13.86841, 9.52100], [-16.33255, -13.33113, 10.58542], [-17.38324, -7.29377, 8.22367], [-17.11145, -7.92937, 9.14196]],
  "mulliken_charge": [0.271, -0.579, 0.791, -0.149, -0.523, 0.625, -0.382, -0.115, -0.506, -0.808, -0.398, 0.913, -0.640, -0.476, -0.080, 0.232, -0.880, -0.167, -0.814, 0.098, -0.370, -1.039, 1.380, -0.747, 0.093, 0.179, -0.311, -0.947, -0.636, 0.590, 0.244, 0.345, 0.306, 0.428, 0.489, 0.307, 0.456, 0.391, 0.433, 0.419, 0.386, 0.573, -0.088, -0.265, -0.150, 0.309, 0.263, -0.595, 0.141]
}

***

Q:
{
  "formula": "C22H14Cl2DyN6O2S2",
  "method": "ωB97M-V with the def2-TZVPD basis set",
  "spin_multiplicity": 6,
  "homo_ev": [-4.995, -4.999],
  "gap_ev": [6.368, 6.387],
  "charge": -1,
  "s2": 9.333,
  "elements": ["Dy", "S", "C", "C", "N", "C", "S", "C", "N", "C", "O", "C", "C", "C", "C", "C", "C", "N", "N", "C", "C", "C", "C", "O", "C", "N", "C", "C", "C", "C", "H", "H", "H", "H", "H", "H", "H", "H", "H", "H", "H", "H", "Cl", "C", "Cl", "H", "H", "N", "C"],
  "positions_angstrom": [[0.56943, 1.20297, 2.45454], [3.25913, 0.51710, 2.11711], [3.76929, 1.53785, 0.81175], [5.00872, 1.10696, 0.23808], [5.95730, 0.72920, -0.28477], [3.11672, 2.66800, 0.34792], [1.59653, 3.30614, 0.99089], [3.84117, 3.51683, -0.53047], [4.38211, 4.33328, -1.16683], [2.29514, -1.29673, -2.50849], [1.26920, -0.77958, -3.44089], [0.04250, -1.25081, -3.30745], [-0.22413, -2.45282, -2.66344], [-1.54498, -2.81588, -2.42537], [-2.57575, -1.98129, -2.83044], [-2.30799, -0.92274, -3.68600], [-1.00559, -0.50004, -3.87946], [-3.97417, -2.25085, -2.47130], [-4.22258, -2.26336, -1.21571], [-3.19260, -1.82281, -0.31063], [-2.73107, -2.70423, 0.59044], [-1.74326, -2.33687, 1.48975], [-1.15976, -1.06285, 1.53182], [-0.34247, -0.74935, 2.50267], [-1.67364, -0.10900, 0.57159], [-1.03136, 1.14993, 0.59913], [-1.45296, 2.04424, -0.27339], [-2.50080, 1.76651, -1.14024], [-3.18921, 0.59117, -1.12257], [-2.69983, -0.48036, -0.33562], [3.00925, -0.47231, -2.50523], [2.79346, -2.19436, -2.90129], [1.89321, -1.49877, -1.52772], [0.53599, -3.14346, -2.32303], [-1.73821, -3.75424, -1.91838], [-3.13031, -0.35156, -4.13502], [-0.79149, 0.39868, -4.50172], [-3.15138, -3.66624, 0.64677], [-1.24946, -3.08762, 2.09040], [-0.89923, 2.99727, -0.31880], [-2.86924, 2.55595, -1.77817], [-4.08690, 0.47541, -1.70387], [2.33419, 0.13841, 5.35138], [2.74072, 1.60036, 6.31313], [4.15042, 1.25072, 7.34445], [1.91090, 1.73881, 6.96872], [2.84641, 2.40060, 5.59885], [-1.20461, 3.28375, 4.69243], [-0.62882, 2.63799, 3.95446]],
  "mulliken_charge": [0.430, -0.374, 0.590, -0.183, -0.527, 0.659, -0.413, -0.134, -0.543, -0.754, -0.487, 0.557, -0.340, -0.096, 0.049, -0.329, -0.623, -0.506, -0.535, -0.068, -0.489, -0.718, 0.643, -0.787, 0.152, 0.160, -0.147, -0.878, -0.403, 0.569, 0.271, 0.301, 0.325, 0.469, 0.453, 0.340, 0.383, 0.528, 0.387, 0.339, 0.376, 0.654, -0.134, -0.222, -0.171, 0.312, 0.243, -0.558, 0.233]
}

***

Unit: kJ/mol. Relative energies: P 0.0; Q 60.7.